A 2-piece molecular cluster, C19H34ClOS overall in a non-equilibrium geometry. Source: OMol25; level of theory: the ωB97M-V functional and the def2-TZVPD basis.

Cartesian coordinates (Å):
C 3.93998 -3.72095 0.00670
O 3.77479 -3.72063 -1.40146
C 4.05595 -2.46585 -2.02540
C 2.86361 -2.02523 -2.84651
C 1.67909 -1.68030 -1.94880
C 1.59244 -0.19913 -1.54430
C 1.09352 -0.03175 -0.10249
C 0.11759 1.13560 0.09485
C -0.76152 0.97079 1.34357
C -2.16893 0.43922 1.05290
C -2.14813 -0.68153 0.02053
S -3.60626 -1.75473 0.22314
C -3.54348 -2.79969 -1.24480
C -2.15663 -3.38787 -1.51096
C -2.25911 -4.50672 -2.54074
Cl -0.93439 -5.65836 -2.34951
H 3.38065 -2.91036 0.47919
H 3.55575 -4.66578 0.36915
H 4.99128 -3.60277 0.26439
H 4.28186 -1.72376 -1.26004
H 4.91059 -2.62180 -2.67480
H 3.14338 -1.20188 -3.49360
H 2.59309 -2.88728 -3.44656
H 0.72837 -1.97177 -2.39248
H 1.78151 -2.27304 -1.05012
H 2.56008 0.28790 -1.61689
H 0.91645 0.31718 -2.21682
H 1.92771 0.10067 0.57475
H 0.59581 -0.94471 0.22229
H 0.72211 2.02137 0.25569
H -0.46637 1.32193 -0.80151
H -0.26004 0.26522 2.00053
H -0.85811 1.90891 1.87237
H -2.56945 0.04547 1.98286
H -2.80709 1.24598 0.71959
H -1.27828 -1.31737 0.07503
H -2.27973 -0.27402 -0.97293
H -3.28241 -2.57835 1.23835
H -4.26244 -3.60538 -1.16903
H -3.81385 -2.13043 -2.05295
H -1.70953 -3.76369 -0.59778
H -1.51015 -2.63174 -1.93459
H -2.17989 -4.07564 -3.52988
H -3.20006 -5.03914 -2.47787
C -1.02316 6.01062 4.35385
C -0.00564 6.88059 3.98849
C 0.42465 6.93335 2.66996
C -0.16710 6.12018 1.71399
C -1.18664 5.25221 2.07936
C -1.61310 5.19441 3.39916
H -1.35745 5.96994 5.38226
H 0.45207 7.51937 4.73228
H 1.22055 7.60965 2.38710
H 0.16525 6.16485 0.68472
H -1.65186 4.62061 1.33138
H -2.40733 4.51564 3.68444

Force components x, y, z for each atom (eV/Å):
C 0.0658 0.1248 -0.5197
O -0.3337 0.2746 0.1614
C -0.0714 -0.3933 0.1466
C -0.3494 -0.5246 0.2638
C 0.2450 0.5742 0.0258
C -0.0028 -0.3435 0.5373
C -0.6696 0.1628 -0.3990
C 0.5374 0.1984 0.6182
C 0.0039 -0.3228 -0.5110
C 0.3947 -0.2579 0.3923
C -0.3910 -0.0760 0.3664
S -0.8083 0.6133 -0.2437
C 1.0191 -0.3495 -0.0376
C -0.2778 -0.0775 -0.1629
C 0.0637 0.2022 -0.0690
Cl 0.1141 -0.0982 -0.0106
H -0.1036 0.1207 0.0524
H 0.0704 -0.1915 0.1030
H 0.1492 -0.0957 0.1833
H 0.2447 0.1764 0.0559
H 0.3279 0.2028 -0.0412
H -0.0157 0.1640 -0.2280
H 0.0199 -0.0550 -0.4147
H -0.0860 -0.0980 -0.1900
H -0.0329 -0.3194 0.2808
H 0.1983 0.0329 -0.2294
H -0.0432 0.2058 -0.2481
H 0.2300 -0.0567 0.2186
H 0.0616 -0.2688 -0.0141
H 0.0214 0.3445 -0.2173
H -0.2029 -0.0071 -0.1944
H 0.0879 -0.0151 0.2770
H -0.0476 0.1965 0.2053
H -0.2324 0.1118 0.2530
H -0.3031 0.0979 -0.1363
H 0.2133 -0.0514 -0.0713
H 0.1040 -0.1357 -0.4009
H 0.3941 -0.1052 -0.2131
H -0.4501 0.1272 0.3032
H -0.3935 0.1600 -0.0850
H 0.0654 -0.1301 0.2088
H 0.3211 0.2430 0.1858
H -0.0442 -0.0849 -0.2774
H -0.0893 -0.2310 0.0989
C 0.0004 -0.0084 0.0164
C 0.0085 0.0009 0.0028
C 0.0050 0.0037 0.0024
C 0.0160 -0.0184 -0.0189
C 0.0064 -0.0583 -0.0033
C 0.0011 -0.0291 -0.0129
H -0.0016 0.0048 0.0015
H 0.0039 -0.0016 0.0024
H -0.0062 0.0102 -0.0012
H -0.0047 0.0100 -0.0023
H -0.0163 0.0218 -0.0141
H -0.0171 0.0196 0.0042

Computed properties:
- electronic energy (Eh) = -1677.672121
- charge = +1
- E_HOMO (eV) = -11.2
- Kohn-Sham gap (eV) = 8.0